(1)
{
  "formula": "C4H12O",
  "method": "ωB97M-V with the def2-TZVPD basis set",
  "symbols": ["C", "C", "C", "C", "H", "H", "H", "H", "H", "H", "H", "H", "H", "H", "O", "H", "H"],
  "positions_angstrom": [[0.010, 1.919, -0.047], [-0.108, 0.746, -1.027], [-0.620, -0.517, -0.314], [-0.241, -1.795, -1.002], [-0.167, 2.949, -0.496], [1.056, 1.987, 0.340], [-0.631, 1.848, 0.847], [0.781, 0.609, -1.633], [-0.951, 0.974, -1.708], [-0.328, -0.499, 0.729], [-1.721, -0.337, -0.199], [-0.559, -2.582, -0.271], [0.856, -1.812, -0.994], [-0.746, -2.036, -1.933], [1.080, -0.400, 2.930], [1.527, 0.146, 2.279], [0.764, -1.200, 2.499]],
  "lowdin_charge": [-0.13, -0.28, -0.31, -0.12, 0.08, 0.07, 0.07, 0.10, 0.11, 0.06, 0.12, 0.08, 0.08, 0.07, -0.06, 0.02, 0.03],
  "homo_energy_ha": -0.40145,
  "homo_lumo_gap_ev": 11.84,
  "smiles": "CCCC.O",
  "total_energy_ev": -6389.64327,
  "lumo_energy_ev": 0.911,
  "total_charge": 0
}

***

(2)
{
  "formula": "C4H12O",
  "method": "ωB97M-V with the def2-TZVPD basis set",
  "symbols": ["C", "C", "C", "C", "H", "H", "H", "H", "H", "H", "H", "H", "H", "H", "O", "H", "H"],
  "positions_angstrom": [[0.522, 0.679, 0.512], [0.297, -0.271, -0.588], [0.542, 0.491, -1.954], [-0.337, 0.099, -3.199], [1.257, 0.446, 1.364], [-0.436, 1.084, 0.788], [0.996, 1.595, 0.297], [-0.796, -0.581, -0.503], [0.902, -1.150, -0.681], [0.311, 1.566, -1.925], [1.589, 0.317, -2.276], [0.091, 0.682, -4.052], [-1.347, 0.058, -3.108], [-0.086, -0.944, -3.521], [-1.248, -1.818, 6.289], [-1.193, -1.034, 7.035], [-1.063, -1.220, 5.521]],
  "lowdin_charge": [-0.16, -0.27, -0.25, -0.12, 0.10, 0.07, 0.04, 0.12, 0.09, 0.09, 0.11, 0.08, 0.02, 0.07, -0.15, 0.12, 0.03],
  "homo_energy_ha": -0.39283,
  "homo_lumo_gap_ev": 11.42,
  "smiles": "CCCC.O",
  "total_energy_ev": -6388.53262,
  "lumo_energy_ev": 0.726,
  "total_charge": 0
}

***

(3)
{
  "formula": "C4H12O",
  "method": "ωB97M-V with the def2-TZVPD basis set",
  "symbols": ["C", "C", "O", "H", "H", "H", "H", "H", "H", "C", "C", "H", "H", "H", "H", "H", "H"],
  "positions_angstrom": [[-1.898, -2.469, -1.398], [-0.775, -1.550, -0.982], [-0.956, -1.087, 0.305], [-2.336, -2.027, -2.349], [-2.698, -2.529, -0.622], [-1.484, -3.456, -1.436], [0.230, -1.913, -0.885], [-0.560, -0.661, -1.638], [-2.018, -0.946, 0.599], [1.977, 2.296, 0.505], [1.088, 1.861, 1.621], [1.565, 2.819, -0.304], [2.847, 2.765, 0.910], [2.389, 1.425, -0.038], [0.798, 2.792, 2.136], [1.617, 1.293, 2.342], [0.214, 1.386, 1.235]],
  "lowdin_charge": [-0.08, -0.39, -0.16, 0.10, 0.08, 0.06, 0.10, 0.11, 0.19, -0.18, -0.16, 0.04, 0.06, 0.07, 0.07, 0.06, 0.04],
  "homo_energy_ha": -0.36112,
  "homo_lumo_gap_ev": 10.80,
  "smiles": "CCO.CC",
  "total_energy_ev": -6388.46209,
  "lumo_energy_ev": 0.971,
  "total_charge": 0
}

***

(4)
{
  "formula": "C4H12O",
  "method": "ωB97M-V with the def2-TZVPD basis set",
  "symbols": ["C", "C", "C", "C", "H", "H", "H", "H", "H", "H", "H", "H", "H", "H", "H", "H", "O"],
  "positions_angstrom": [[0.220, -0.535, -2.038], [-0.581, -0.967, 1.697], [0.213, -0.759, 0.410], [-0.721, -0.701, -0.837], [0.535, -1.491, -2.271], [1.062, 0.105, -1.805], [-0.340, -0.247, -2.840], [0.239, -1.150, 2.530], [-1.075, -1.898, 1.795], [-1.241, -0.283, 2.190], [0.918, -1.537, 0.114], [0.873, 0.086, 0.302], [-1.486, -1.504, -0.806], [-1.528, 0.051, -0.785], [-0.205, 2.346, 0.536], [1.386, 1.916, 0.579], [0.760, 2.672, 0.634]],
  "lowdin_spin": [0.06, 0.02, 0.16, 0.31, 0.03, 0.01, 0.01, 0.00, 0.01, 0.01, 0.07, 0.05, 0.10, 0.14, 0.00, 0.00, 0.02],
  "spin_multiplicity": 2,
  "homo_energy_ha": [-0.56312, -0.56177],
  "homo_lumo_gap_ev": [11.99, 3.93],
  "total_energy_ev": -6377.54426,
  "lumo_energy_ev": [-3.335, -11.356],
  "total_charge": 1
}

***

(5)
{
  "formula": "C4H12O2",
  "method": "ωB97M-V with the def2-TZVPD basis set",
  "symbols": ["C", "C", "C", "C", "O", "H", "H", "H", "H", "H", "H", "H", "H", "H", "H", "O", "H", "H"],
  "positions_angstrom": [[-1.472, 0.469, 1.617], [-0.958, 0.357, 0.221], [-0.540, -1.031, -0.064], [0.776, -1.044, -0.861], [0.663, -1.717, -2.083], [-2.237, 1.238, 1.938], [-0.705, 0.452, 2.446], [-1.898, -0.511, 1.818], [-1.567, 0.873, -0.596], [-0.042, 1.140, 0.188], [-0.604, -1.712, 0.874], [-1.251, -1.556, -0.780], [1.645, -1.543, -0.338], [1.158, -0.119, -1.185], [0.219, -1.135, -2.774], [2.558, 2.015, 0.082], [1.691, 2.318, 0.338], [2.564, 1.506, -0.841]],
  "lowdin_charge": [-0.15, -0.32, -0.20, -0.29, -0.11, 0.09, 0.09, 0.05, 0.13, 0.11, 0.14, 0.13, 0.14, 0.06, 0.12, -0.11, 0.00, 0.10],
  "homo_energy_ha": -0.38029,
  "homo_lumo_gap_ev": 11.00,
  "smiles": "CCCCO.O",
  "total_energy_ev": -8435.66406,
  "lumo_energy_ev": 0.657,
  "total_charge": 0
}

***

(6)
{
  "formula": "C4H12O2",
  "method": "ωB97M-V with the def2-TZVPD basis set",
  "symbols": ["C", "C", "O", "H", "H", "H", "H", "H", "H", "C", "C", "O", "H", "H", "H", "H", "H", "H"],
  "positions_angstrom": [[-1.827, -1.015, -0.847], [-1.626, 0.016, 0.247], [-2.902, 0.646, 0.564], [-2.292, -1.898, -0.384], [-0.975, -1.517, -1.307], [-2.542, -0.753, -1.632], [-1.240, -0.519, 1.100], [-0.894, 0.722, -0.126], [-3.214, 0.054, 1.253], [2.142, 0.561, -0.762], [2.096, 0.093, 0.698], [0.925, 0.590, 1.329], [1.215, 0.300, -1.277], [2.969, 0.121, -1.314], [2.125, 1.658, -0.803], [2.052, -0.997, 0.681], [3.050, 0.396, 1.130], [0.937, 1.540, 1.448]],
  "lowdin_charge": [-0.10, -0.31, -0.08, 0.07, 0.07, 0.07, 0.10, 0.08, 0.07, -0.09, -0.30, -0.10, 0.06, 0.07, 0.08, 0.11, 0.10, 0.09],
  "homo_energy_ha": -0.36800,
  "homo_lumo_gap_ev": 10.89,
  "smiles": "CCO.CCO",
  "total_energy_ev": -8436.43454,
  "lumo_energy_ev": 0.880,
  "total_charge": 0
}

***

Calculated ΔE to the lowest compared entry with this formula, charge and spin in order - 46.1, 153.3, 160.1, 184.2, 178.5, 104.2 kJ/mol